# 1
9
Properties=species:S:1:pos:R:3:forces:R:3:nbo_charge:R:1 method="wB97M-V/def2-TZVPD" e_lumo_ev=-4.3 e_homo_ev=-15.30 smiles=Br[C@@H]1C[NH2+]1 energy_ev=-73678.616 charge=+1
Br 1.8651 -0.0633 -1.5517 -1.3264 -0.6157 1.4238 0.12
C 0.1533 -0.4847 -0.5749 1.8880 3.1723 -0.5945 -0.09
C -0.5288 0.7392 -0.0546 0.1006 0.6868 -1.6649 -0.24
N -0.0076 -0.2475 0.9186 1.7349 -1.4444 -0.6598 -0.55
H -0.2931 -1.2539 -1.1204 -1.0384 -1.3980 0.1133 0.27
H 0.1147 1.6990 -0.2942 -1.6819 -1.8952 1.3005 0.30
H -1.6386 0.7381 -0.1028 0.9822 0.4211 0.1690 0.27
H 0.8744 -0.1296 1.4170 -0.0400 0.4927 -0.0836 0.46
H -0.5396 -0.9973 1.3629 -0.6190 0.5804 -0.0038 0.46

---

# 2
8
Properties=species:S:1:pos:R:3:forces:R:3:nbo_charge:R:1 method="wB97M-V/def2-TZVPD" e_lumo_ev=0.7 e_homo_ev=-8.50 smiles="C1=NSCO1" energy_ev=-16493.370
C 0.8680 -0.9845 -0.1080 -2.3436 0.4463 1.5902 0.34
N -0.3171 -1.5735 -0.0285 3.3150 0.4056 -0.1106 -0.61
S -1.6351 -0.4413 -0.1137 1.0645 -1.2813 -0.2168 0.39
C -0.4761 0.9079 0.0299 -0.0830 -0.8898 -4.8879 -0.21
O 0.8335 0.4087 -0.2010 0.5597 -0.8109 -0.5238 -0.50
H 1.9779 -1.3163 0.1760 -2.9372 0.1027 -1.1673 0.23
H -0.4715 1.3016 0.9125 -0.1271 2.2301 5.5640 0.17
H -0.7795 1.6973 -0.6672 0.5518 -0.2026 -0.2478 0.20

---

# 3
82
Properties=species:S:1:pos:R:3:forces:R:3:lowdin_spin:R:1 method="wB97M-V/def2-TZVPD" e_lumo_ev="-0.4 / -2.9" spin_multiplicity=2 e_homo_ev="-8.04 / -8.04" energy_ev=-134813.946
Y 0.3758 0.3262 -0.5691 -0.5738 -0.4631 -0.3166 0.14
N 1.6924 -1.2130 0.8314 0.0023 0.0033 0.0567 0.01
C 0.8066 -1.5436 1.9719 0.0109 0.0565 0.0221 0.00
C -0.0477 -0.3432 2.4040 0.0013 -0.0124 0.0032 0.00
O -0.4876 -0.2785 3.5245 0.0332 0.0338 0.0081 0.00
O -0.2517 0.5369 1.4494 0.1031 0.1096 -0.0135 0.01
H 1.7794 -2.0243 0.2193 -0.0136 0.0069 -0.0134 0.00
H 2.6080 -0.9362 1.1667 0.0165 -0.0029 -0.0031 0.00
H 1.3556 -1.9121 2.8370 0.0022 -0.0184 -0.0111 0.00
H 0.1234 -2.3318 1.6499 -0.0146 0.0110 0.0006 0.00
C -4.0561 -0.5887 -1.9204 0.0256 -0.0317 0.0398 0.00
C -2.6252 -0.5845 -1.4907 -0.0350 0.0332 -0.0126 0.00
N -2.0010 0.4797 -1.1193 0.0292 -0.0605 -0.0358 0.00
O -2.6676 1.6942 -1.1314 0.0032 -0.0092 0.0093 0.00
C -1.8249 -1.8338 -1.5064 -0.0302 0.0052 0.0081 0.00
C -2.4009 -3.1698 -1.8140 0.0157 0.0005 -0.0817 0.00
N -0.5769 -1.6063 -1.2788 0.0422 0.0350 0.2948 0.01
O 0.3829 -2.4868 -1.2921 0.0704 0.0253 -0.0751 0.01
H -4.2324 0.1743 -2.6841 -0.0068 -0.0004 -0.0098 0.00
H -4.7121 -0.3977 -1.0666 -0.0012 0.0015 0.0168 0.00
H -4.3217 -1.5324 -2.3918 0.0101 0.0553 -0.0104 0.00
H -3.5533 1.5518 -1.4996 -0.0099 -0.0118 -0.0025 0.00
H -3.2553 -3.3825 -1.1677 0.0149 -0.0013 0.0019 0.00
H -1.6329 -3.9241 -1.6596 0.0038 -0.0040 -0.0064 0.00
H -2.7583 -3.2136 -2.8481 -0.0113 0.0065 0.0078 0.00
C 3.9139 1.0298 -3.3004 -0.0076 0.0259 0.0013 0.00
Si 4.3945 1.4504 -1.5375 -0.0042 0.0102 0.0127 0.07
C 4.9134 -0.1156 -0.6504 -0.0058 -0.0128 -0.0006 0.00
C 5.8000 2.6900 -1.5501 0.0084 -0.0034 0.0068 0.04
Ge 2.6111 2.5156 -0.3371 0.1706 0.1140 0.0898 0.48
Si 1.6706 4.4948 -1.3102 0.0021 -0.0043 0.0125 0.06
C 2.4746 5.9570 -0.4574 -0.0043 0.0072 -0.0095 0.02
C 2.0448 4.5946 -3.1467 -0.0123 0.0051 -0.0063 0.00
C -0.1796 4.5623 -1.0003 -0.0131 -0.0152 0.0170 0.01
Si 2.7991 2.7570 2.0510 0.0308 -0.0027 -0.0143 0.06
C 3.1800 1.1580 2.9483 0.0019 -0.0047 -0.0104 0.00
C 4.2620 3.9116 2.2837 -0.0010 0.0091 0.0035 0.03
C 1.2204 3.5105 2.6957 -0.0073 -0.0032 0.0011 0.00
H 4.7918 0.6577 -3.8349 0.0111 0.0054 0.0072 0.00
H 3.5534 1.9045 -3.8479 -0.0116 -0.0111 -0.0009 0.00
H 3.1599 0.2412 -3.3540 -0.0279 -0.0066 -0.0013 0.00
H 5.8285 -0.5114 -1.0981 -0.0029 -0.0033 -0.0010 0.00
H 4.1519 -0.8956 -0.7308 0.0066 0.0101 -0.0001 0.00
H 5.1145 0.0657 0.4073 0.0049 -0.0013 -0.0011 0.00
H 6.6628 2.2724 -2.0758 -0.0002 -0.0002 -0.0010 0.01
H 6.1143 2.9459 -0.5368 0.0027 0.0056 0.0002 0.00
H 5.5137 3.6141 -2.0562 -0.0030 -0.0006 -0.0011 0.00
H 3.5579 5.9589 -0.5925 -0.0004 -0.0003 -0.0013 0.00
H 2.2651 5.9601 0.6137 0.0038 0.0001 -0.0012 0.00
H 2.0826 6.8878 -0.8763 -0.0002 0.0014 -0.0015 0.00
H 3.1098 4.4600 -3.3469 0.0035 0.0006 0.0059 0.00
H 1.7666 5.5880 -3.5091 -0.0032 -0.0041 -0.0097 0.00
H 1.4942 3.8698 -3.7490 0.0166 0.0096 -0.0095 0.00
H -0.3745 4.7544 0.0572 -0.0015 -0.0143 -0.0010 0.00
H -0.7362 3.6576 -1.2590 -0.0051 0.0244 -0.0010 0.00
H -0.6180 5.3852 -1.5714 -0.0011 0.0122 0.0106 0.00
H 3.9923 0.5968 2.4807 -0.0113 -0.0029 0.0011 0.00
H 2.3004 0.5217 3.0425 -0.0067 -0.0127 -0.0065 0.00
H 3.5003 1.4022 3.9649 -0.0002 0.0017 0.0017 0.00
H 5.1882 3.4519 1.9323 0.0015 -0.0002 -0.0003 0.00
H 4.3842 4.1320 3.3480 -0.0005 0.0004 -0.0006 0.01
H 4.1333 4.8583 1.7578 0.0014 -0.0024 -0.0008 0.00
H 0.3812 2.8251 2.5596 -0.0008 0.0014 0.0000 0.00
H 0.9881 4.4529 2.1955 -0.0025 0.0066 0.0006 0.00
H 1.3162 3.7163 3.7650 0.0005 -0.0035 -0.0004 0.00
N 0.4208 1.4499 -2.8620 0.1603 0.1597 0.1835 0.02
C -0.4034 0.6628 -3.7594 -0.0177 -0.0216 -0.0103 0.00
C -1.5851 1.2058 -4.2401 -0.0137 0.0307 -0.0290 0.00
C -2.4706 0.3986 -4.9299 -0.0719 0.0454 0.0261 0.00
C -2.1787 -0.9442 -5.1259 0.0710 -0.0726 -0.0094 0.00
C -0.9545 -1.4563 -4.7218 -0.0346 0.0405 -0.0391 0.00
C -0.0587 -0.6496 -4.0333 -0.0070 0.0144 0.0060 0.00
S -3.4656 -2.0338 -5.7454 0.0075 0.0474 0.0034 0.00
O -2.7542 -3.1608 -6.3091 -0.0117 -0.0170 0.0118 0.00
O -4.1829 -2.3365 -4.5038 -0.0013 -0.0399 -0.0161 0.00
O -4.2161 -1.2142 -6.6738 -0.0048 -0.0377 0.0222 0.00
H -0.0084 2.3654 -2.7486 0.0374 -0.0069 -0.0610 0.00
H 1.3420 1.6201 -3.2553 0.0434 -0.0450 -0.0229 0.00
H -1.8234 2.2465 -4.0441 0.0014 0.0045 0.0001 0.00
H -3.4104 0.7849 -5.3050 0.0037 -0.0034 -0.0082 0.00
H -0.7348 -2.4980 -4.9159 0.0090 -0.0048 -0.0034 0.00
H 0.8634 -1.0731 -3.6465 0.0090 -0.0028 -0.0208 0.00

---

# 4
26
Properties=species:S:1:pos:R:3:forces:R:3:nbo_charge:R:1 method="wB97M-V/def2-TZVPD" e_lumo_ev=0.6 e_homo_ev=-7.92 energy_ev=-20423.107
C 0.9550 -1.0355 0.9394 -0.7510 0.2333 -2.5297 -0.48
C 1.2919 1.2467 0.0541 -0.3171 2.4767 -1.4603 -0.17
C -0.5503 -1.3751 0.8947 -0.2605 -0.6527 1.7724 -0.28
C 1.3042 -0.0524 -0.1332 1.0640 0.3544 -0.4115 0.00
C -2.2027 0.2792 -0.4678 0.0092 0.9687 0.2953 -0.27
C 1.2027 2.0048 1.3493 3.4956 0.7227 -2.4782 -0.64
C -1.0381 -2.3733 -0.2098 0.4677 4.0499 0.3151 -0.65
C 2.0084 -0.5609 -1.3691 0.2843 -0.0171 0.0446 -0.63
C -2.8262 1.5721 -0.8899 0.4015 0.5153 0.3085 -0.74
S -1.4946 0.2665 1.0175 -0.1705 -1.1172 -1.3622 0.38
H 1.2709 -0.5528 1.8169 0.3769 -0.3758 1.6642 0.22
H 1.5316 -1.8541 0.5418 0.2219 -1.0536 1.3239 0.22
H 1.4745 1.8879 -0.8725 0.1135 -0.7666 1.3066 0.19
H -0.8900 -1.7541 1.8946 0.7565 -0.1710 -0.7464 0.21
H 0.4419 2.7176 1.4851 -0.6910 1.3022 -0.2856 0.22
H 2.3142 2.4034 1.4206 -2.3583 -0.0598 0.2742 0.21
H 1.0983 1.3366 2.0981 -0.2782 -2.0884 2.7200 0.19
H -1.4874 -1.6978 -0.9540 -0.1278 -0.5933 -0.1128 0.27
H -1.7585 -2.9250 0.2626 -2.0023 -1.6441 0.7160 0.21
H -0.3258 -2.9831 -0.6729 1.4483 -0.7687 -0.3157 0.21
H 3.1506 -0.4652 -1.2783 -1.7179 0.0668 -0.2752 0.22
H 1.5881 -0.0741 -2.2572 0.5627 -0.0236 0.0164 0.23
H 1.7860 -1.6089 -1.4364 0.0603 -0.6878 -0.4848 0.20
H -2.9422 2.4220 -0.1188 0.1817 -1.1134 -1.1913 0.18
H -3.7732 1.3237 -1.3761 -0.0205 0.3201 0.0398 0.24
H -2.1292 1.8518 -1.7387 -0.7488 0.1226 0.8567 0.26

---

Across the entries above, energy above the lowest of the compared OMol25 structures with the same formula, charge and spin takes the values 20.6, 176.4, 114.5, 276.7 kJ/mol, respectively.